14
Properties=species:S:1:pos:R:3:forces:R:3:mulliken_charge:R:1 method="wB97M-V/def2-TZVPD" e_homo_ha=-0.3254 fmax_ev_per_a=2.9 smiles="C/N=N/N.NO" e_above_lowest_kj_mol=249.86 e_tot_ha=-337.0273
C 0.98045 0.91242 -1.90692 0.2 0.1 -0.1 -0.840
N 0.86744 -1.21633 0.84505 -2.0 1.1 1.1 -0.333
N 1.27140 -0.63194 -0.26536 -0.3 1.0 -0.8 -0.394
N 0.56046 0.34280 -0.65146 0.4 -1.1 0.7 0.016
H 1.53645 -1.88440 1.19324 -0.2 0.1 0.1 0.202
H -0.03865 -0.70718 1.39147 2.5 -1.3 -0.9 0.492
H 0.18306 0.77418 -2.64098 0.1 0.0 0.0 0.264
H 1.90944 0.46105 -2.26761 -0.1 0.0 0.0 0.334
H 1.11632 1.98873 -1.77576 0.0 0.0 0.0 0.252
N -1.31187 0.26535 1.42041 -0.2 0.5 -0.5 -0.523
O -2.38383 -0.54752 0.92647 0.4 -0.5 0.4 -0.393
H -2.09267 -1.44258 1.19020 -0.4 0.5 -0.3 0.316
H -1.73704 1.01033 1.97000 0.0 -0.3 0.0 0.247
H -0.86095 0.67511 0.57124 -0.4 -0.1 0.5 0.360

***

111
Properties=species:S:1:pos:R:3:forces:R:3:mulliken_charge:R:1 method="wB97M-V/def2-TZVPD" e_homo_ha=-0.3423 fmax_ev_per_a=8.4 e_above_lowest_kj_mol=2161.55 e_tot_ha=-4935.2911
Tl -16.47027 -22.48630 11.30388 1.1 0.3 2.3 2.767
P -16.35684 -20.32218 10.00497 -1.0 1.5 -0.4 0.397
O -17.55638 -20.55466 10.96078 1.5 -1.1 -2.4 0.861
O -15.24801 -20.65755 11.01257 -2.0 -0.6 0.2 0.054
O -16.32265 -18.86120 9.42379 -0.9 -7.7 2.5 1.472
O -16.24374 -21.60040 9.04548 -2.3 4.4 6.3 -0.476
C -13.41204 -18.26645 12.39271 1.1 0.8 0.0 -1.670
C -13.29898 -19.47895 11.44812 -1.7 2.2 1.4 1.479
C -13.71833 -19.15804 9.97287 1.6 1.4 1.8 2.010
O -12.48327 -19.36796 9.32228 0.7 2.2 -0.3 -0.573
C -11.57216 -19.79410 10.16984 4.9 0.5 -1.6 0.192
O -10.42291 -19.99160 9.79997 -1.6 -0.4 0.6 -0.657
O -11.96928 -19.89998 11.40080 0.1 0.0 0.6 -0.488
H -12.59450 -17.55551 12.27316 0.3 -0.1 -0.4 0.443
H -13.37400 -18.55147 13.44410 0.2 -0.2 -0.1 0.437
H -14.29653 -17.63707 12.29444 0.1 -0.4 -0.4 0.149
H -14.00372 -20.22160 11.82215 2.2 0.3 0.0 -0.293
H -13.97754 -18.10058 9.92110 0.6 -0.9 0.3 -0.696
H -14.44588 -19.78213 9.45395 1.6 2.0 1.1 -1.235
C -19.15301 -18.87542 8.07247 -0.2 0.2 1.2 -1.716
C -19.22596 -19.26915 9.61617 0.4 4.1 -3.5 2.325
C -18.65049 -18.12008 10.52702 -0.4 -1.9 -2.2 0.835
O -19.70249 -18.00414 11.43366 -1.5 1.8 0.8 -0.497
C -20.83078 -18.62803 11.01925 -1.3 1.1 0.1 -0.034
O -21.90491 -18.60802 11.58269 1.8 -0.1 -0.6 -0.561
O -20.58762 -19.26959 9.87022 -1.8 0.7 0.8 -0.625
H -19.55149 -17.89783 7.80116 -0.6 0.1 0.7 0.255
H -19.73412 -19.64438 7.56344 0.3 0.5 -0.5 0.735
H -18.10731 -18.72709 7.80302 -1.0 -1.2 -0.4 0.046
H -18.77633 -20.23159 9.86039 -0.6 1.2 -0.2 -1.303
H -18.36935 -17.19446 10.02473 -0.7 0.0 0.1 0.434
H -17.75607 -18.55523 10.97285 -1.8 1.5 -1.5 -1.986
C -14.14852 -19.56127 7.09406 0.1 -2.5 -0.3 -1.609
C -15.17957 -20.79404 7.03595 2.0 2.3 -1.8 1.897
C -16.60294 -20.43239 6.96253 1.6 3.8 -2.5 1.678
O -17.12157 -21.22355 5.89413 0.5 -1.3 -1.4 -0.654
C -16.08552 -21.92937 5.30255 0.0 0.5 -2.2 0.200
O -16.10335 -22.64617 4.32333 -1.1 0.9 1.8 -0.619
O -14.93596 -21.62173 5.88796 0.6 0.8 0.2 -0.551
H -13.89190 -19.10734 6.13688 -0.9 0.2 0.0 0.210
H -13.21191 -20.04325 7.37434 0.0 0.5 -0.5 0.619
H -14.37569 -18.87755 7.91200 -0.1 -0.3 -1.2 -0.168
H -15.11445 -21.44235 7.90977 0.4 2.2 -3.2 -0.333
H -16.81497 -19.38600 6.74292 0.3 -0.8 -1.5 0.394
H -16.98644 -20.52681 7.97847 1.7 1.2 -2.7 -1.128
C -15.69578 -16.76299 10.23025 1.4 1.2 0.3 -0.842
C -15.29849 -16.92180 8.78778 -2.0 -0.1 -0.2 1.118
C -16.44430 -17.52856 7.91668 0.4 2.4 -0.2 1.632
O -16.45071 -16.64880 6.80323 0.1 0.0 -1.7 -0.582
C -15.69392 -15.58547 6.99998 1.5 2.4 -1.8 0.203
O -15.50539 -14.68956 6.16997 -0.7 -2.3 2.6 -0.624
O -15.08319 -15.65068 8.23405 -0.3 0.9 -1.6 -0.565
H -15.54427 -17.69291 10.77833 0.3 2.1 -0.9 -0.868
H -16.71157 -16.39243 10.36788 0.3 -0.1 -0.1 0.480
H -15.01990 -16.02013 10.65387 0.0 0.3 0.2 0.368
H -14.39340 -17.51909 8.67751 -0.4 0.9 -0.5 0.520
H -17.46456 -17.37716 8.26917 0.8 0.3 0.8 -0.134
H -16.31233 -18.59685 7.74514 0.5 2.3 -1.1 -1.411
C -16.57141 -20.44136 13.89212 1.9 0.1 1.1 -2.678
C -15.78927 -19.28567 13.26122 -1.4 -2.1 0.4 1.672
C -16.62817 -18.56950 12.20772 1.9 -1.1 3.1 2.869
O -16.63443 -17.25337 12.67254 0.7 1.0 1.5 -0.633
C -15.95776 -17.17036 13.90418 -1.7 2.1 0.7 0.443
O -15.92875 -16.16101 14.56772 0.3 -1.6 -1.4 -0.605
O -15.51907 -18.36751 14.30196 -0.1 0.6 -0.4 -0.453
H -15.84542 -20.84964 14.59523 -0.1 -0.7 0.0 0.690
H -16.91749 -21.15784 13.14714 0.1 0.2 0.6 0.358
H -17.39566 -20.11809 14.52789 0.5 0.1 0.0 0.547
H -14.85676 -19.66351 12.84198 -1.0 0.2 1.0 -0.813
H -17.62733 -18.99905 12.13526 1.9 0.9 1.8 0.198
H -16.07987 -18.72257 11.27818 -0.9 0.4 1.2 -1.036
C -20.65000 -21.57970 10.97975 -0.9 -0.1 2.7 -0.445
S -19.69426 -21.93191 12.51316 -0.1 3.0 0.3 -0.208
O -18.43669 -22.59770 11.99749 -1.7 -1.2 3.4 -0.319
C -19.15150 -20.10030 12.73016 -2.6 -1.1 0.7 -0.741
H -19.95230 -21.03354 10.34492 -1.6 -0.9 1.0 -0.326
H -21.54615 -21.01167 11.22947 0.1 0.3 0.5 0.547
H -21.03248 -22.55863 10.69078 0.3 0.2 -0.5 0.460
H -18.64774 -19.81257 11.80737 -1.0 -1.2 1.3 0.508
H -18.54052 -19.98895 13.62593 -1.2 -0.1 -0.8 -0.218
H -20.05445 -19.48989 12.74381 0.0 -0.8 1.2 0.835
C -19.55767 -23.90691 8.17144 -0.3 0.0 0.2 -1.026
S -19.02784 -22.54418 9.28390 1.0 -2.1 -3.7 -0.035
O -17.86752 -23.20086 10.01781 -5.6 0.1 -4.7 -0.558
C -18.33934 -21.47366 7.97714 -3.3 -2.1 1.6 0.325
H -20.24836 -23.53834 7.41301 0.0 0.3 0.1 0.407
H -20.10055 -24.64304 8.76430 0.1 0.1 0.2 0.471
H -18.73155 -24.41620 7.67521 0.2 0.2 0.1 0.326
H -17.31383 -21.73966 7.72086 -3.5 -1.4 0.5 -2.331
H -18.25524 -20.46848 8.39025 -0.7 -1.7 -0.1 -1.653
H -19.12638 -21.43510 7.22403 0.3 -0.3 -0.2 1.797
C -13.74969 -21.52865 9.04788 3.0 -1.5 0.4 -0.853
S -13.29680 -22.14684 10.74615 0.3 -0.7 -1.5 0.561
O -14.48872 -23.03334 11.17255 3.4 -1.4 0.5 -0.892
C -11.84485 -23.24331 10.25356 -1.4 0.0 0.2 -0.705
H -13.02876 -20.76468 8.75681 0.0 -1.4 0.5 1.116
H -14.72316 -21.03828 9.04971 2.3 -1.9 1.0 -2.004
H -13.65706 -22.17121 8.17230 0.3 -1.2 0.8 1.118
H -11.42889 -23.80785 11.08805 -0.5 0.1 0.2 0.420
H -11.05276 -22.58543 9.89594 -0.3 0.2 -0.3 0.357
H -12.26182 -23.91245 9.50090 0.5 0.0 0.0 0.200
C -14.46482 -25.47060 8.50371 -0.3 0.3 0.2 -0.962
S -16.12742 -24.76182 8.74115 0.6 1.0 1.7 0.141
O -16.24018 -24.21854 10.20880 4.2 -6.5 -3.1 -0.459
C -15.93249 -23.30078 7.66723 0.0 -2.9 -0.3 0.273
H -14.51625 -25.97126 7.53686 0.0 -0.2 0.1 0.448
H -14.28850 -26.16448 9.32562 0.0 -0.1 -0.2 0.432
H -13.67063 -24.72530 8.46003 -0.3 0.1 0.1 -0.024
H -15.38855 -22.54425 8.23282 -0.2 -3.2 -0.7 1.153
H -16.95684 -22.93892 7.57849 0.8 -1.2 -0.4 -1.208
H -15.50877 -23.49780 6.68247 0.0 -1.0 0.4 1.202

***

53
Properties=species:S:1:pos:R:3:forces:R:3:mulliken_charge:R:1 method="wB97M-V/def2-TZVPD" total_charge=-1 e_homo_ha=-0.1230 fmax_ev_per_a=2.1 e_above_lowest_kj_mol=0.00 e_tot_ha=-1180.4524
Ag 1.63591 0.88656 0.53971 1.2 0.0 -0.5 0.891
C 1.45580 -1.88794 -1.17660 0.1 0.7 -0.6 -0.380
O 2.25774 -0.75582 -1.14677 -0.5 0.0 0.6 -0.989
H 0.95376 -2.11848 -0.22355 0.1 -0.1 0.0 0.123
H 0.64462 -1.73917 -1.93474 -0.1 -0.4 0.1 0.022
H 2.00698 -2.78863 -1.51058 0.0 0.0 0.1 0.267
C 4.02098 2.17456 2.41251 0.1 -0.5 0.1 -0.638
O 3.81532 1.66521 1.16691 -1.0 0.2 0.2 -0.709
H 5.07618 1.99183 2.71747 -0.1 0.1 0.4 0.248
H 3.84442 3.26312 2.61320 0.0 0.1 -0.5 0.175
H 3.37317 1.71682 3.21314 0.3 -0.1 0.1 0.066
C 0.20648 1.00925 4.62987 -0.7 0.3 0.2 -1.693
C 0.63530 0.52989 3.24711 -0.7 -0.6 0.5 2.136
C 0.39022 -0.96863 3.11119 -0.4 -0.2 -0.2 -0.772
O 1.20026 -1.60857 2.16368 0.1 -0.2 0.1 -0.206
C 2.59635 -1.61515 2.41051 0.4 0.9 -0.2 -0.533
N -0.09431 1.26044 2.18530 0.5 0.8 0.6 -0.667
H 0.52409 0.38952 5.47001 0.4 0.0 -0.2 0.417
H -0.89136 1.01530 4.68302 0.0 -0.1 -0.1 0.391
H 0.50891 2.04326 4.81103 0.2 -0.1 0.0 0.396
H 1.70679 0.68359 3.12348 -0.1 0.3 -0.1 -1.246
H -0.61750 -1.17090 2.72616 -0.1 0.3 0.2 0.241
H 0.40375 -1.42692 4.11429 0.5 -0.2 -0.1 0.313
H 3.05159 -0.61233 2.35611 -0.3 0.0 0.2 0.155
H 3.07251 -2.09332 1.55618 -0.2 -0.5 0.2 0.226
H 2.82797 -2.04683 3.39112 0.0 -0.3 -0.2 0.352
H -0.09178 2.22385 2.52080 0.3 0.2 -0.6 0.199
H -1.09311 1.06608 2.16911 0.1 -0.6 0.1 0.298
C -2.41770 -0.91258 -3.95094 -0.3 1.1 0.5 -0.982
C -3.01433 -1.67812 -2.78594 -0.3 -0.5 -0.3 0.438
C -3.60355 -0.73442 -1.74771 -0.2 1.1 -0.1 -0.730
O -2.75303 0.31494 -1.33641 -0.1 -0.2 0.4 -0.389
C -1.62963 -0.13302 -0.60869 1.2 0.1 -0.2 0.155
N -4.09596 -2.54972 -3.27843 0.6 -0.3 -0.1 -0.718
H -1.73736 -0.14113 -3.57841 0.2 -0.3 0.1 0.030
H -3.22615 -0.31343 -4.39229 0.0 -0.3 -0.4 0.384
H -1.90913 -1.53113 -4.68221 -0.2 -0.2 0.0 0.333
H -2.23183 -2.31286 -2.36623 -0.1 -0.1 0.1 0.258
H -4.07484 -1.24110 -0.89387 0.4 -0.3 0.1 0.315
H -4.43332 -0.20072 -2.23167 0.0 -0.1 -0.1 0.341
H -1.08387 -0.92734 -1.12693 -0.3 -0.2 0.1 -0.066
H -1.82331 -0.43294 0.42842 -0.4 -0.1 -0.1 0.116
H -0.88173 0.66343 -0.57037 -0.4 0.2 0.1 -0.193
H -4.38515 -3.20403 -2.56431 -0.2 0.1 0.0 0.257
H -4.88334 -1.99737 -3.59304 -0.1 0.0 0.1 0.281
C 0.64982 2.17445 -2.28142 1.3 -1.3 -0.9 0.586
O 0.94659 2.50414 -1.14142 -0.8 0.9 0.3 -0.642
N 0.97177 0.92034 -2.71944 -1.0 1.1 -0.1 -0.103
N 0.11953 3.04406 -3.21026 0.1 -0.2 0.1 -0.437
H 0.93680 0.63898 -3.68095 -0.1 0.2 -0.1 0.155
H 1.47408 0.31244 -2.03149 0.7 -0.8 0.3 0.124
H -0.22870 2.67551 -4.07429 -0.1 0.2 0.0 0.158
H -0.10669 3.97507 -2.92138 -0.1 0.0 0.1 0.245